<w>
ORCA calculation (wB97M-V/def2-TZVPD) on 2 unconnected molecules or ions with the total composition C5H10N3O3.

CARTESIAN COORDINATES (ANGSTROEM)
1 C 0.1443 -1.8115 -1.5934
2 C 0.4898 0.2472 1.9684
3 C 0.5794 0.3907 -1.1806
4 C -0.4853 -0.0514 4.1986
5 C -0.0093 1.4713 -2.1912
6 N 1.0428 -0.8238 -1.9117
7 N -0.5687 -0.1023 -0.3571
8 N -0.6473 -1.3633 -0.6422
9 O 1.5115 0.7241 1.6417
10 O -0.6067 0.6651 -3.1536
11 O -0.3481 -0.2373 2.7404
12 H 0.3014 -2.7706 -2.1568
13 H 1.2890 1.0183 -0.6313
14 H -0.5606 0.9041 4.5992
15 H 0.4374 -0.4756 4.8504
16 H -1.3181 -0.5672 4.5613
17 H 0.8418 2.0579 -2.4504
18 H -0.8604 2.0744 -1.5240
19 H 1.3209 -0.5195 -2.8189
20 H -1.3870 -1.9401 -0.2377
21 H -1.1670 1.1094 -3.7112

**Charge**: +1
**E_HOMO (alpha / beta)**: -10.76 / -11.29 eV
**2S+1**: 1



<x>
ORCA calculation (wB97M-V/def2-TZVPD) on a gas-phase ion, C5H10N3O3 (charge +1).

CARTESIAN COORDINATES (ANGSTROEM)
1 O 3.5496 -1.3754 1.1382
2 C 3.1745 -0.4302 0.4349
3 O 4.0422 0.4060 -0.3300
4 C 1.6163 -0.0769 0.4102
5 N 0.8285 -0.9496 -0.5577
6 C -0.4979 -0.6770 -0.6149
7 N -0.9613 0.5140 -1.3965
8 C -1.4242 1.4738 -0.3099
9 O -1.4292 0.8104 0.9810
10 C -2.2376 -0.3874 0.9507
11 N -1.5428 -1.4347 0.0834
12 H 3.6453 1.3088 -0.2496
13 H 1.5007 0.9947 0.0077
14 H 1.0912 -0.1704 1.4162
15 H 1.2626 -1.6646 -1.1590
16 H -1.7710 0.2601 -1.9865
17 H -2.4191 1.9475 -0.5946
18 H -0.6293 2.3018 -0.2231
19 H -3.2903 -0.2150 0.5477
20 H -2.2834 -0.7761 2.0208
21 H -2.2248 -1.8599 -0.5692

**SMILES string**: O=C(O)CNC1=[NH+]COCN1
**Charge**: +1
**E_HOMO**: -14.41 eV
**2S+1**: 1



<y>
ORCA calculation (wB97M-V/def2-TZVPD) on a gas-phase ion, C5H10N3O3 (charge +1).

CARTESIAN COORDINATES (ANGSTROEM)
1 C 0.5687 -0.4901 0.3127
2 C -0.3218 -1.3010 -0.4356
3 C -0.3098 1.1672 0.4472
4 C -0.5605 1.2294 1.9585
5 C -1.3851 1.4551 -1.8015
6 N -1.3836 0.7895 -0.4001
7 N 1.8347 -0.5699 0.5826
8 N -0.0596 -2.5221 -0.8897
9 O 2.4374 -1.8306 0.4776
10 O 2.4949 0.3230 0.8763
11 O -1.4114 -0.6006 -0.7506
12 H 0.4389 1.7752 0.0844
13 H 0.3736 1.4471 2.3914
14 H -0.8266 0.2632 2.3248
15 H -1.2707 2.0249 2.2269
16 H -1.0197 2.4897 -1.7205
17 H -0.6090 0.8292 -2.2692
18 H -2.3676 1.3581 -2.3540
19 H 3.3868 -1.8054 0.8155
20 H 0.6374 -3.0002 -0.3934
21 H -0.6469 -3.0317 -1.4833

**SMILES string**: C[C@H]1C([N+](=O)O)=C(N)ON1C
**Charge**: +1
**E_HOMO (alpha / beta)**: -13.55 / -13.55 eV
**2S+1**: 1



Of them, the most stable is <x> and the least stable is <y>.



<w>
ORCA calculation (wB97M-V/def2-TZVPD) on a molecular structure, H4NO2PS.

CARTESIAN COORDINATES (ANGSTROEM)
1 N 1.7151 0.0206 -1.1340
2 O -1.7249 0.7171 0.4622
3 O 1.0231 -0.1413 1.1314
4 P 0.5507 -0.5345 -0.2955
5 S -0.9500 -1.6797 -0.5609
6 H 1.8257 -0.0408 -2.0909
7 H -2.7044 0.8645 0.3059
8 H 1.9512 -0.0327 0.7934
9 H -1.6865 0.8269 1.3882

**Charge**: 0
**E_HOMO**: -9.09 eV
**2S+1**: 1



<x>
ORCA calculation (wB97M-V/def2-TZVPD) on a single H4NO2PS molecule.

CARTESIAN COORDINATES (ANGSTROEM)
1 N -0.6359 -0.5321 0.7977
2 O -1.1326 1.6604 -0.3842
3 O -0.6853 -0.2976 -1.7272
4 P 1.7440 0.7884 -0.4466
5 S -0.4111 0.4444 -0.5503
6 H -1.3020 -0.2259 1.5603
7 H -0.7168 -1.5562 0.8196
8 H 1.5906 -0.4899 -1.0160
9 H 1.5491 0.2085 0.9466

**SMILES string**: NS(=O)(=O)P
**Charge**: 0
**E_HOMO**: -10.43 eV
**2S+1**: 1



Of them, the most stable is <w> and the least stable is <x>.



<w>
ORCA calculation (wB97M-V/def2-TZVPD) on 4 unconnected molecules or ions with the total composition C2H12N2O4.

CARTESIAN COORDINATES (ANGSTROEM)
1 C 1.5822 0.3949 1.5523
2 N 0.7229 1.1597 0.6907
3 C -0.6210 1.2151 0.9357
4 N -1.2719 2.1866 0.2285
5 O -1.1930 0.4737 1.7126
6 H 1.1835 -0.6041 1.6845
7 H 1.7850 0.8492 2.5323
8 H 2.5758 0.3035 1.1124
9 H 1.1396 1.8967 0.1480
10 H -0.7916 2.8072 -0.3957
11 H -2.2782 2.2411 0.3022
12 H -0.5110 -2.9058 0.9358
13 H -0.7122 -1.4955 0.2416
14 O -0.9849 -2.4185 0.2567
15 H -0.7837 -2.5392 -1.9023
16 H -1.3073 -1.4054 -2.8481
17 O -0.5219 -1.8514 -2.5252
18 H 2.1035 -0.2991 -0.9983
19 H 1.4548 -0.6463 -2.3362
20 O 2.1653 -0.1220 -1.9439

**SMILES string**: CNC(N)=O.O.O.O
**Charge**: 0
**E_HOMO**: -9.94 eV
**2S+1**: 1



<x>
ORCA calculation (wB97M-V/def2-TZVPD) on 4 unconnected molecules or ions with the total composition C2H12N2O4.

CARTESIAN COORDINATES (ANGSTROEM)
1 N 0.5011 1.3206 -0.2123
2 C -0.3180 1.0812 0.9378
3 C 0.4647 0.0256 1.7566
4 N 0.9861 0.4663 2.9263
5 O 0.8410 -1.0346 1.2833
6 H 1.5130 1.3368 -0.0992
7 H 0.4810 0.5208 -0.8330
8 H -0.4967 1.8691 1.6840
9 H -1.3551 1.0015 0.5922
10 H 0.6465 1.2348 3.4814
11 H 1.5952 -0.1179 3.4887
12 H 0.1687 -4.3314 0.4160
13 H 0.4586 -2.8108 0.4338
14 O 0.5453 -3.6104 -0.0958
15 H -2.4599 0.5569 -2.7129
16 H -2.5951 1.9783 -2.3926
17 O -2.5881 1.1196 -1.9398
18 H 0.1159 0.3915 -2.6327
19 H 0.9640 -0.8399 -2.7749
20 O 0.5319 -0.1579 -3.3070

**SMILES string**: NCC(N)=O.O.O.O
**Charge**: 0
**E_HOMO**: -9.59 eV
**2S+1**: 1



Of them, the most stable is <w> and the least stable is <x>.